Density functional theory data (ωB97M-V/def2-TZVPD) for one molecule with the formula C22H33N3O4.

Values from the calculation:
net charge: 0
E_HOMO: -7.762 eV
HOMO-LUMO gap: 8.5 eV
energy relative to the best compared isomer or geometry (same formula, charge and spin): 390.44 kJ/mol
SMILES: COCCCC1CCN(Cc2cn[nH]c2-c2cc(OC)c(OC)c(OC)c2)CC1
E_LUMO: 0.70 eV

```
62
Properties=species:S:1:pos:R:3:forces:R:3:mulliken_charge:R:1
O -4.5204 -0.7411 1.5903 0.139 0.447 -0.414 -0.4744
O 5.5283 1.6708 1.4839 -0.127 0.020 0.156 -0.3343
O -4.6513 1.9392 0.5961 0.249 -0.356 -0.400 -0.5014
O -3.0234 2.7724 -1.1633 -0.159 -0.370 0.283 -0.4678
N 1.3539 -1.7652 1.4699 0.004 -0.125 0.099 0.2374
N -0.3772 -1.5612 -2.6560 -0.130 0.088 0.350 0.5408
N 0.6214 -2.3927 -2.9374 0.420 -0.165 -0.673 -1.1761
C 0.4500 -2.6391 0.7470 -0.017 0.110 0.131 -1.4653
C 1.3992 0.5545 0.5059 0.171 -0.126 0.249 -0.0767
C 4.8703 1.6025 -0.9187 -0.160 0.141 0.326 -0.6723
C 3.2610 -0.9998 0.0275 0.024 0.074 0.308 -0.4178
C 0.2422 -2.3674 -0.7141 -0.355 0.158 -0.131 1.7235
C -1.7211 -0.6541 -0.8095 -0.348 0.252 0.127 -0.5160
C 1.0102 -2.8793 -1.7757 -0.443 0.195 -0.030 -0.9241
C -2.6033 -1.1182 0.1553 0.074 -0.092 -0.034 -0.3171
C -3.7231 1.0187 0.2091 -0.057 0.260 0.006 0.8285
C 3.3584 1.3889 -0.8313 0.240 -0.154 0.217 -1.2533
C 0.9482 -0.3858 1.6308 -0.123 0.170 -0.070 -1.2432
C -4.3662 -2.0283 2.1341 0.013 -0.249 0.094 -0.9307
C 2.7656 -1.8822 1.1799 0.104 -0.035 -0.133 -1.3233
C 2.9124 0.4625 0.3047 -0.278 0.059 -0.325 0.4779
C 5.4499 2.3825 0.2680 0.078 0.054 -0.332 -0.6542
C -1.8509 0.6465 -1.2906 0.050 0.016 -0.016 -0.6218
C -3.6091 -0.3035 0.6624 -0.104 0.125 0.113 0.8574
C -2.8320 1.4793 -0.7821 -0.278 0.109 0.155 0.2651
C -0.6657 -1.5133 -1.3296 0.391 -0.464 0.008 -0.6776
C -5.2734 1.8391 1.8569 -0.313 0.058 0.418 -0.7941
C -2.1608 3.3203 -2.1272 0.182 0.085 -0.183 -0.8709
C 6.5806 0.7453 1.5564 0.039 -0.028 -0.022 -0.7080
H -6.0209 1.0433 1.8810 0.092 0.130 0.023 0.2389
H 2.7965 -1.3131 -0.9097 0.055 0.051 -0.047 0.0549
H 6.5724 0.3503 2.5707 0.078 -0.052 -0.031 0.2287
H 2.9919 -2.9316 0.9767 0.039 -0.025 0.079 0.4182
H -1.1567 1.0063 -2.0330 0.089 0.095 -0.037 0.4731
H -4.4912 -2.8071 1.3749 0.028 0.034 0.034 0.3381
H -0.5091 -2.5871 1.2696 0.056 -0.131 -0.021 0.2654
H -5.7615 2.8018 2.0096 0.044 -0.056 0.028 0.2843
H 0.8964 0.2881 -0.4243 -0.019 0.053 -0.078 -0.3252
H -2.5200 -2.1411 0.4806 -0.028 -0.098 0.052 0.7037
H 4.3395 -1.1315 -0.0696 0.111 -0.020 -0.055 0.4499
H -0.1393 -0.3504 1.7303 -0.007 0.003 0.098 0.3640
H 3.0068 0.9778 -1.7822 -0.120 0.018 -0.021 0.4153
H -4.5444 1.6721 2.6540 -0.025 0.006 -0.042 0.3246
H -1.1180 3.3088 -1.7918 -0.042 -0.016 -0.017 0.3284
H 5.0890 2.1770 -1.8219 0.097 -0.034 -0.028 0.4014
H 7.5466 1.2290 1.3617 -0.010 -0.028 0.012 0.3389
H -0.8675 -1.0885 -3.3985 0.055 -0.109 0.062 0.1860
H 6.4515 2.7542 0.0001 -0.082 0.024 0.063 0.4179
H 2.8810 2.3635 -0.6965 -0.065 0.070 -0.054 0.3832
H 3.3029 -1.5892 2.0914 0.110 -0.063 -0.045 0.4331
H 1.1099 1.5753 0.7649 -0.022 0.089 -0.024 0.6944
H 0.8391 -3.6569 0.8573 -0.129 0.030 0.018 0.5496
H -2.4846 4.3518 -2.2563 0.058 -0.065 -0.026 0.2437
H 1.3907 -0.0321 2.5712 -0.085 0.103 -0.001 0.4342
H -5.1570 -2.1243 2.8770 0.072 -0.052 -0.039 0.2625
H 6.4560 -0.0840 0.8514 0.016 -0.010 0.006 0.2760
H -2.2396 2.7969 -3.0864 0.014 0.007 0.047 0.3374
H 1.8176 -3.5834 -1.7262 0.204 -0.160 -0.025 0.5963
H 3.4083 0.7768 1.2277 -0.031 -0.039 0.010 0.4028
H -3.3946 -2.1476 2.6244 -0.024 0.004 -0.037 0.3744
H 4.8089 3.2416 0.4863 0.073 0.016 -0.085 0.3264
H 5.3791 0.6428 -1.0126 0.110 -0.033 -0.096 0.2692
```
Positions in Å, forces in eV/Å.



Density functional theory data (ωB97M-V/def2-TZVPD) for C36H31N3O4P2Ti as an isolated structure.

Values from the calculation:
net charge: +1
E_HOMO (spin up / spin down): -10.646 / -10.661 eV
expectation value of S²: 0.754
HOMO-LUMO gap (spin up / spin down): 7.5 / 7.7 eV
energy relative to the best compared isomer or geometry (same formula, charge and spin): 8.69 kJ/mol
multiplicity: 2
E_LUMO (spin up / spin down): -3.15 / -2.92 eV

```
77
Properties=species:S:1:pos:R:3:forces:R:3:lowdin_spin:R:1
Ti -0.4919 0.0812 0.0922 0.115 0.433 -0.562 0.9433
P -0.7400 2.5896 0.0929 -0.027 0.248 -0.025 0.0092
P 1.0991 -1.7106 0.8947 0.108 -0.196 0.096 0.0083
O -0.5522 -2.1309 -3.1613 0.022 0.245 -0.011 -0.0003
O -2.0600 -4.3333 -3.0029 -0.103 -0.028 0.114 -0.0001
O -0.3008 -0.2700 -1.8992 -0.062 -0.261 0.375 0.0043
O -3.5877 -5.0245 -1.5263 -0.019 -0.049 -0.032 0.0000
N -0.1074 0.6372 2.0232 -0.015 0.040 0.161 -0.0039
N -3.5218 -2.6958 -0.1023 0.257 0.215 -0.143 0.0035
N -2.3109 -0.8891 -0.3026 -0.080 -0.694 0.303 0.0102
C -3.8107 -0.9780 1.7035 0.017 0.058 0.018 0.0011
C -0.8772 -1.3865 -2.2528 -0.034 -0.110 0.051 0.0017
C 5.3470 -0.7796 -0.5399 -0.009 0.029 -0.056 -0.0002
C -3.5398 5.1694 -1.3826 0.003 0.001 0.034 0.0000
C 2.7870 -1.3653 0.3575 -0.002 -0.005 -0.043 -0.0005
C -0.4976 -3.9675 0.9493 0.044 0.141 0.064 0.0005
C 3.8953 -1.7131 1.1289 -0.053 -0.004 0.014 -0.0005
C 5.1716 -1.4172 0.6808 -0.016 -0.018 0.013 0.0000
C 3.4148 4.3538 -0.7392 0.026 -0.035 0.031 -0.0008
C -0.1063 -5.9558 -0.3355 -0.090 -0.011 0.042 -0.0005
C -2.7474 -2.8843 -1.2235 -0.171 -0.082 -0.077 -0.0003
C 4.2496 -0.4399 -1.3182 0.110 -0.004 0.018 0.0001
C -3.0081 3.5728 -3.1065 -0.038 0.038 -0.029 0.0000
C -0.8940 -5.2304 0.5536 0.033 -0.121 -0.050 0.0001
C 0.3614 2.0084 3.7685 0.004 -0.032 -0.021 -0.0015
C 1.0326 -1.4907 2.7029 -0.080 0.052 0.070 0.0055
C -3.2193 -1.5057 0.4495 -0.198 -0.059 -0.190 0.0075
C 2.9701 -0.7307 -0.8722 -0.104 0.014 -0.004 0.0000
C 1.0759 -5.4200 -0.8160 0.034 0.039 0.001 0.0003
C 1.0172 0.7584 3.9894 -0.041 0.044 0.006 -0.0022
C 1.4835 -4.1548 -0.4122 -0.025 0.044 0.008 -0.0006
C 2.2995 4.9316 -1.3256 -0.007 -0.005 -0.002 0.0002
C -1.1267 2.9117 1.8452 -0.101 -0.005 -0.023 0.0063
C 0.6986 -3.4241 0.4741 0.053 -0.002 -0.010 0.0005
C -0.3145 1.9040 2.5926 0.073 -0.136 -0.083 0.0017
C -2.1212 2.9412 -2.2523 0.040 -0.021 0.109 -0.0001
C -2.8343 -4.1869 -1.9512 0.065 0.124 -0.002 -0.0001
C -1.9353 3.4292 -0.9572 0.024 -0.014 -0.059 -0.0007
C -2.0071 -1.7558 -1.3491 0.108 0.264 0.068 0.0037
C 2.0150 2.7421 0.3614 -0.063 -0.081 0.082 -0.0002
C -2.6468 4.5460 -0.5249 0.061 -0.043 0.022 -0.0002
C 3.2721 3.2603 0.1052 0.075 0.071 -0.045 0.0002
C 0.8875 3.3219 -0.2269 -0.013 0.005 0.011 0.0010
C 0.7046 -0.0469 2.9391 -0.031 -0.103 -0.105 0.0022
C 1.0369 4.4173 -1.0726 -0.045 -0.014 -0.030 -0.0008
C -3.7167 4.6844 -2.6697 -0.021 0.010 -0.038 0.0000
H -1.4857 -3.5354 -3.1585 0.038 -0.004 -0.031 0.0000
H 6.3451 -0.5509 -0.8881 0.016 0.005 -0.004 0.0000
H 2.1150 -0.4749 -1.4921 0.056 -0.010 0.030 0.0001
H 1.9164 1.8986 1.0399 0.011 0.034 -0.040 0.0001
H 1.6824 -5.9839 -1.5112 0.017 0.002 -0.005 0.0000
H -4.4116 5.1769 -3.3361 -0.010 -0.002 -0.021 0.0000
H 0.2391 -2.1446 3.0812 0.052 0.012 -0.013 0.0001
H -1.1203 -3.3926 1.6308 0.011 -0.051 -0.006 0.0004
H 1.9559 -1.7757 3.2068 -0.019 -0.035 -0.049 0.0003
H -3.6925 0.1036 1.7296 -0.007 -0.023 0.030 0.0003
H -4.1937 -3.3862 0.2067 -0.013 0.016 0.046 0.0001
H -3.1498 3.2008 -4.1116 0.001 -0.015 -0.018 0.0000
H 3.7650 -2.2192 2.0765 0.024 -0.007 0.013 0.0000
H -0.8928 3.9281 2.1621 0.008 -0.006 -0.047 0.0004
H -3.3071 -1.4012 2.5743 0.009 0.006 0.004 0.0002
H 1.6261 0.4925 4.8377 0.015 -0.023 0.026 -0.0001
H 4.1435 2.8115 0.5632 -0.003 -0.019 0.016 0.0000
H 0.1673 4.8631 -1.5377 0.007 0.027 -0.018 0.0000
H -2.4996 4.9312 0.4762 -0.017 0.029 0.011 0.0000
H -1.5652 2.0706 -2.5835 -0.011 0.001 -0.032 -0.0001
H 4.3984 4.7558 -0.9398 0.021 0.007 -0.002 0.0000
H -2.2048 2.7488 1.9604 0.038 0.037 0.067 0.0003
H 0.3943 2.8726 4.4110 -0.009 0.044 0.005 -0.0001
H -0.4277 -6.9372 -0.6558 -0.001 -0.012 -0.013 0.0000
H -1.8181 -5.6563 0.9200 -0.026 0.006 0.018 0.0000
H 2.4039 -3.7321 -0.7941 0.017 -0.021 -0.012 0.0000
H 4.3939 0.0520 -2.2702 -0.031 0.006 -0.021 0.0000
H 2.4123 5.7825 -1.9829 -0.010 0.017 -0.012 0.0000
H -4.8699 -1.2204 1.7707 -0.010 -0.003 -0.011 0.0001
H 6.0296 -1.6868 1.2808 0.012 -0.006 0.014 0.0000
H -4.0932 6.0359 -1.0477 -0.008 0.012 0.005 0.0000
```
Positions in Å, forces in eV/Å.



Density functional theory data (ωB97M-V/def2-TZVPD) for a 4-piece molecular cluster, C14H22Br2O9 overall in a non-equilibrium geometry.

Values from the calculation:
net charge: 0
E_HOMO: -10.828 eV
HOMO-LUMO gap: 10.9 eV
energy relative to the best compared isomer or geometry (same formula, charge and spin): 37.81 kJ/mol
SMILES: C[C@H]1COC(=O)O1.C[C@H]1COC(=O)O1.C[C@H]1COC(=O)O1.BrCCBr
E_LUMO: 0.02 eV

```
47
Properties=species:S:1:pos:R:3:forces:R:3:mulliken_charge:R:1
Br -0.1260 -1.3301 -0.1977 -0.012 0.154 0.051 -0.1566
Br 1.7430 1.1501 3.1823 0.048 -0.008 -0.084 -0.1977
O -3.4026 3.4251 -0.6062 -0.279 0.021 0.277 -0.3350
O 8.6724 1.4413 2.1215 0.558 0.334 -0.153 -0.5060
O 7.4348 0.3300 3.6298 0.047 -0.353 -0.242 -0.3567
O -2.4683 1.9769 0.7867 0.234 -0.131 0.056 -0.3568
O -1.9003 4.1622 0.9009 0.189 -0.053 0.115 -0.5252
O 6.4331 1.4302 1.9712 -0.078 -0.246 -0.124 -0.3917
O -4.5432 -0.6880 -6.8687 -0.018 0.089 -0.064 -0.5074
O -2.9284 -0.9697 -5.3319 0.212 0.042 -0.188 -0.3870
O -4.3206 -2.6466 -5.7894 0.073 0.045 -0.105 -0.3413
C 7.6204 1.1006 2.5293 -0.461 -0.202 0.238 0.6314
C -4.2217 2.2442 -0.6354 0.243 0.138 -0.215 -0.4465
C -3.2542 1.1989 -0.1272 -0.573 -0.697 -0.021 0.9747
C 6.0998 -0.1725 3.6602 -0.963 0.446 -0.229 0.5371
C 1.5548 -0.1022 1.7040 -0.371 0.160 -0.250 -0.6718
C -2.5246 3.2799 0.4177 -0.161 0.100 -0.365 0.6077
C 5.3799 0.7218 2.6153 -0.102 -0.135 0.489 -0.0109
C 0.2491 0.1826 0.9881 0.001 -0.188 0.272 -0.5610
C 5.5330 0.0170 5.0440 0.717 1.076 0.844 -1.4326
C -3.4824 -3.1619 -4.7723 0.515 0.356 0.640 -0.4660
C -3.9797 -1.3642 -6.0765 -0.147 -0.190 -0.037 0.6430
C -3.8415 -0.0080 0.5606 0.582 -0.588 0.482 -1.4329
C -2.4812 -1.5074 -3.0613 -1.151 0.144 0.930 -1.3404
C -2.4769 -2.0167 -4.4764 -0.181 -0.473 0.179 0.4688
H 0.2493 1.0708 0.3676 0.179 0.054 0.028 0.4213
H 6.1464 -0.4576 5.8135 -0.247 -0.506 -0.201 0.3407
H 4.7907 0.1607 1.8905 0.252 -0.075 -0.141 0.0762
H -5.0640 2.3637 0.0512 -0.014 0.056 -0.060 0.2948
H -1.4781 -2.3536 -4.7567 0.071 0.394 -0.245 0.3319
H -4.5697 2.1021 -1.6542 -0.013 -0.090 0.018 0.3055
H -3.0092 -0.6067 0.9474 0.000 0.097 0.011 0.2716
H -0.5681 0.2541 1.6988 -0.086 -0.094 -0.099 0.3771
H -4.0739 -3.3819 -3.8821 -0.093 -0.126 -0.123 0.2766
H 5.6574 1.0800 5.3034 -0.170 -0.071 -0.251 0.3900
H -2.6308 0.7838 -0.9271 0.264 0.517 -0.027 -0.1218
H 2.3983 0.0127 1.0309 0.113 0.001 0.122 0.4320
H -2.1416 -0.4762 -2.9809 0.512 -0.147 -0.167 0.3922
H 4.6960 1.4128 3.1056 0.169 0.216 -0.032 0.1166
H -3.5089 -1.4674 -2.6645 -0.018 -0.017 -0.374 0.3013
H -2.9480 -4.0499 -5.1010 -0.267 -0.111 -0.190 0.2977
H -4.4829 0.1867 1.4192 -0.192 0.304 -0.216 0.4055
H 1.5337 -1.0960 2.1351 0.105 -0.022 0.053 0.4031
H 4.4750 -0.1903 5.1768 -0.004 -0.414 -0.263 0.3513
H -1.9835 -2.1452 -2.3330 0.444 -0.025 -0.313 0.3008
H -4.3228 -0.6814 -0.1495 -0.273 0.273 -0.077 0.3507
H 6.0658 -1.2146 3.3404 0.349 -0.057 0.054 0.2458
```
Positions in Å, forces in eV/Å.